Entry 1:
Molecular formula: C30H46BrHoN5O3PS4
Method: DFT, wB97M-V/def2-TZVPD

Each line ends with the Mulliken charge.
Geometry (Å):
Ho1 0.61222 -1.21090 -0.58128  -0.750
C1 -0.72397 -5.16775 -0.79255  -0.746
C2 -1.23233 -4.49294 -2.05313  -1.036
S1 -1.79262 -2.75794 -1.89664  0.157
C3 -3.36247 -2.91838 -0.95271  -0.963
C4 -3.20358 -3.07806 0.54807  -1.053
S2 -2.00959 -1.83798 1.20215  0.330
C5 -1.62006 -2.63968 2.80693  -1.294
C6 -0.35820 -2.05887 3.40861  -0.581
S3 1.12892 -2.16861 2.34612  0.378
C7 1.58439 -3.94093 2.47783  -1.124
C8 0.79413 -4.90185 1.60740  -0.775
S4 0.72797 -4.26684 -0.12305  0.435
H1 -0.40461 -6.18146 -1.04103  0.565
H2 -1.48802 -5.22664 -0.01996  0.186
H3 -2.06583 -5.05783 -2.46739  0.668
H4 -0.43541 -4.43112 -2.79551  0.353
H5 -3.92195 -3.75739 -1.36625  0.551
H6 -3.89562 -1.99514 -1.18024  0.444
H7 -2.83867 -4.06721 0.81698  0.454
H8 -4.16543 -2.92155 1.04246  0.483
H9 -1.52244 -3.70864 2.62813  0.420
H10 -2.45887 -2.47192 3.48524  0.682
H11 -0.12339 -2.55391 4.35061  0.793
H12 -0.47239 -0.98803 3.57690  -0.294
H13 1.49132 -4.20567 3.53047  0.512
H14 2.63792 -3.96572 2.19783  0.448
H15 -0.21829 -5.05169 1.97622  0.388
H16 1.30999 -5.86256 1.59067  0.585
C9 4.57799 3.47368 -1.16099  -1.536
C10 4.36495 2.00687 -1.00515  0.273
C11 5.44330 1.12103 -0.98807  -0.605
C12 5.21984 -0.22525 -0.77792  -0.971
C13 3.91696 -0.63154 -0.56076  0.398
Br1 3.53526 -2.41901 -0.07323  0.150
N1 2.84890 0.16701 -0.61280  0.539
C14 3.09613 1.46072 -0.86251  -0.036
H17 5.40163 3.79524 -0.52679  0.428
H18 3.68950 4.04167 -0.89886  0.338
H19 4.84778 3.70914 -2.19080  0.328
H20 6.44764 1.48977 -1.12794  0.509
H21 6.02622 -0.93987 -0.77815  0.529
H22 2.22073 2.09257 -0.93427  0.078
O1 3.17004 -1.78264 -2.89437  -0.598
C15 1.96047 -1.66421 -2.83035  -0.106
O2 1.15614 -2.38206 -2.13931  -0.297
C16 1.27832 -0.49063 -3.50462  1.162
C17 1.60568 -0.08229 -4.80445  -1.314
C18 0.99707 1.03463 -5.31287  -0.901
C19 0.06369 1.72943 -4.51793  1.136
C20 -0.59134 2.89977 -4.95485  -0.816
C21 -1.49489 3.53133 -4.14806  -1.011
C22 -1.79376 3.01832 -2.87549  0.078
C23 -1.17644 1.88615 -2.41946  0.743
C24 -0.22634 1.22390 -3.21928  -1.131
N2 0.39785 0.12111 -2.72120  0.916
H23 2.33054 -0.65235 -5.36214  0.640
H24 1.22138 1.39113 -6.30714  0.507
H25 -0.36468 3.28338 -5.93839  0.467
H26 -1.99030 4.42675 -4.48763  0.429
H27 -2.52159 3.52641 -2.26294  0.538
H28 -1.38536 1.46237 -1.44624  -0.571
C25 -3.06400 0.66727 3.15828  -1.205
N3 -2.49729 1.05453 1.88522  0.691
C26 -3.48594 1.18923 0.83406  -0.926
P1 -0.94120 1.52904 1.57581  -1.135
O3 -0.20923 0.62123 0.62124  1.473
N4 -0.15818 1.49741 3.06288  0.493
C27 -0.56154 2.46026 4.07887  -1.065
C28 1.27633 1.25510 3.08806  -0.886
N5 -1.11458 3.04591 0.86814  1.021
C29 0.03440 3.62829 0.20475  -1.026
C30 -1.96764 4.04666 1.48263  -1.034
H29 -3.65662 -0.24010 3.02401  0.339
H30 -3.72910 1.44203 3.55193  0.302
H31 -2.27773 0.47122 3.87926  0.378
H32 -3.93622 0.21786 0.61789  0.263
H33 -3.01373 1.56779 -0.06858  0.138
H34 -4.28157 1.87447 1.13416  0.442
H35 -1.59885 2.75213 3.94727  0.346
H36 0.06158 3.35810 4.04805  0.276
H37 -0.44996 2.00894 5.06613  0.368
H38 1.56534 0.63195 2.23931  0.136
H39 1.53447 0.73297 4.01255  0.304
H40 1.84395 2.19229 3.05821  0.303
H41 0.58768 2.83055 -0.28235  -0.170
H42 0.68994 4.16084 0.90326  0.316
H43 -0.30164 4.33284 -0.55926  0.414
H44 -2.76387 3.56572 2.04175  0.341
H45 -2.41656 4.65772 0.69685  0.299
H46 -1.41465 4.71248 2.15171  0.298

Its HOMO energy (alpha / beta) is -13.669 / -13.670 eV. The net charge is +2. Its expectation value of S² is 6.00. As for the spin multiplicity: 5.

***

Entry 2:
Molecular formula: C30H46BrN3P2Sn
Method: DFT, wB97M-V/def2-TZVPD

Each line ends with the Mulliken charge.
Geometry (Å):
N1 6.54878 -2.68874 4.94245  -0.516
C1 5.45650 -3.42970 5.15302  -0.318
C2 4.43150 -3.56416 4.19906  -0.507
C3 4.48176 -2.79729 3.00996  0.860
C4 5.67876 -2.07285 2.79244  -0.275
C5 6.64059 -1.99579 3.81029  -0.412
C6 3.34890 -2.67958 2.07935  -0.632
Sn1 3.02227 -3.19851 -0.27114  0.631
P1 -1.24665 -1.44664 -4.18456  -0.331
C7 3.25750 -1.54817 1.17186  -0.476
C8 1.93567 -0.96146 0.81832  0.092
C9 1.69391 -0.58040 -0.50810  -0.488
C10 0.47711 0.00272 -0.86835  1.310
C11 -0.46289 0.38239 0.09108  -0.696
C12 -0.25519 -0.06258 1.40872  -0.578
C13 0.92033 -0.73185 1.76212  -0.878
Br1 -2.03095 1.30352 -0.47877  0.117
H1 2.43869 -3.16458 2.42674  0.527
H2 4.09437 -0.83523 1.16917  0.289
H3 3.60525 -4.23451 4.44489  0.370
H4 5.84478 -1.51404 1.87271  0.326
H5 5.42710 -3.96009 6.11607  0.370
H6 7.52610 -1.37279 3.66532  0.365
H7 2.45656 -0.76656 -1.28657  0.647
H8 1.04784 -1.11529 2.78145  0.613
H9 0.31547 0.16644 -1.92847  -0.059
H10 -1.03285 0.09229 2.15934  0.654
P2 -0.35431 3.56393 -0.52092  0.394
C14 -0.98620 -2.53365 -2.73669  0.686
C15 -1.17949 -3.98928 -3.19152  -1.389
H11 -1.72029 -2.25739 -1.96339  0.045
H12 0.02231 -2.34962 -2.34531  -0.300
H13 -1.24106 -4.64892 -2.32231  0.386
H14 -2.09720 -4.10894 -3.77989  0.370
H15 -0.33416 -4.31159 -3.81236  0.383
C16 0.06615 -0.16226 -4.36827  0.788
C17 0.04587 0.51522 -5.74557  -1.472
H16 1.02475 -0.67401 -4.18850  0.427
H17 -0.08560 0.60517 -3.59879  -0.882
H18 1.00138 1.02655 -5.91568  0.406
H19 -0.10716 -0.20775 -6.55701  0.417
H20 -0.74636 1.27412 -5.80282  0.292
C18 -2.63349 -0.36134 -3.61466  0.382
C19 -3.94034 -0.53871 -4.38613  -1.508
H21 -2.29927 0.67816 -3.72153  0.238
H22 -2.79399 -0.54172 -2.54156  -0.119
H23 -4.69116 0.17029 -4.00543  0.376
H24 -3.79487 -0.33018 -5.45103  0.365
H25 -4.35666 -1.54675 -4.28470  0.352
C20 -1.55343 4.92388 -0.49747  -0.421
C21 -1.81673 5.64032 0.82531  -1.363
H26 -2.49856 4.47550 -0.85307  0.358
H27 -1.21145 5.63650 -1.26651  0.581
H28 -2.31974 4.99129 1.54879  0.303
H29 -0.90373 6.03226 1.28329  0.347
H30 -2.48185 6.48962 0.64301  0.426
C22 0.72637 3.75207 -1.97992  -0.531
C23 2.20824 3.37998 -1.80312  -1.136
H31 0.62313 4.80270 -2.31328  0.517
H32 0.28009 3.10614 -2.76313  0.239
H33 2.71695 4.04185 -1.08892  0.355
H34 2.32497 2.34059 -1.46768  0.129
H35 2.72030 3.47609 -2.76762  0.416
C24 0.64903 3.49814 0.99383  -0.519
C25 -0.09273 3.29531 2.31799  -1.289
H36 1.26733 4.41090 0.99879  0.670
H37 1.33027 2.64430 0.83950  0.259
H38 0.63539 2.95400 3.06690  0.341
H39 -0.54745 4.21768 2.69183  0.417
H40 -0.86397 2.51895 2.23798  0.240
N2 -3.52247 0.50768 2.72358  -0.251
C26 -3.50524 -0.86148 2.75361  0.729
C27 -3.94768 -1.55257 3.90823  -0.829
C28 -3.86616 -2.93837 3.91315  -0.354
C29 -3.32377 -3.57988 2.78865  -0.808
C30 -2.87562 -2.79535 1.71579  -0.120
N3 -2.96304 -1.46938 1.69110  -0.112
H41 -3.37728 0.96878 1.83670  0.020
H42 -4.05277 0.99063 3.43686  0.221
H43 -4.33156 -0.96066 4.74260  0.302
H44 -4.19470 -3.51514 4.78099  0.410
H45 -3.23587 -4.65548 2.72639  0.416
H46 -2.41637 -3.26473 0.84150  0.396

Its HOMO energy (alpha / beta) is -12.253 / -12.253 eV. The net charge is +2. For the relative energy (zero: lowest compared OMol25 entry of this formula, charge and spin), the calculation gives 0.000 eV.

***

Entry 3:
Molecular formula: C30H46BrN4O14
Method: DFT, wB97M-V/def2-TZVPD

Each line ends with the Mulliken charge.
Geometry (Å):
N1 1.09849 0.37958 -0.83243  -0.100
C1 -0.20012 0.76387 -0.81715  0.111
N2 -0.63849 2.01539 -0.59279  -0.356
C2 -1.95449 1.95426 -0.59083  -0.530
N3 -2.36419 0.69782 -0.83279  -0.072
N4 -1.24922 -0.04203 -0.98476  0.228
Br1 -1.22518 -1.83819 -1.30265  0.220
H1 1.45334 -0.12667 -0.03758  0.145
H2 1.73194 0.69034 -1.54653  0.223
H3 -2.64210 2.77751 -0.40858  0.843
H4 -3.30184 0.32751 -0.88115  0.211
O1 -0.58433 -1.87993 1.36076  -0.585
C3 -0.54463 -1.85582 2.57035  0.509
O2 0.61175 -1.89413 3.23298  -0.319
C4 0.37693 -1.95757 4.66149  -0.439
C5 -1.02625 -1.39672 4.84635  -0.326
C6 -1.70659 -1.81710 3.54059  -0.423
H5 0.45706 -2.99948 4.97289  0.300
H6 1.14155 -1.37859 5.17140  0.267
H7 -1.51707 -1.76138 5.74471  0.416
H8 -0.98467 -0.30841 4.90490  0.089
H9 -2.13995 -2.81686 3.60129  0.285
H10 -2.46111 -1.10816 3.20990  0.296
O3 -0.13227 -7.72092 -5.34205  -0.557
C7 -0.03333 -6.89662 -4.48609  0.328
O4 0.65199 -7.12917 -3.32986  -0.367
C8 0.51331 -6.01598 -2.44261  -0.412
C9 0.15471 -4.83394 -3.33783  0.203
C10 -0.64058 -5.50673 -4.45332  -0.129
H11 -0.27629 -6.24310 -1.72122  0.270
H12 1.44872 -5.87588 -1.90479  0.341
H13 -0.39532 -4.05118 -2.81476  -0.543
H14 1.06506 -4.39020 -3.74508  0.338
H15 -1.68694 -5.58908 -4.20532  0.207
H16 -0.52330 -5.01344 -5.41229  0.342
O5 -3.12498 -4.25370 -4.77630  -0.588
C11 -3.51198 -4.04772 -5.89395  0.557
O6 -2.82978 -4.47307 -6.97266  -0.315
C12 -3.45670 -4.00538 -8.18276  -0.458
C13 -4.89990 -3.71437 -7.79060  -0.503
C14 -4.74755 -3.28395 -6.33145  -0.495
H17 -2.92754 -3.11208 -8.51993  0.262
H18 -3.36620 -4.77424 -8.94466  0.314
H19 -5.37568 -2.97389 -8.42922  0.329
H20 -5.48881 -4.63032 -7.84165  0.277
H21 -4.54672 -2.21554 -6.23444  0.263
H22 -5.60179 -3.55684 -5.71844  0.313
O7 3.65781 1.14992 3.44087  -0.608
C15 3.23490 1.99353 2.70561  0.486
O8 1.96309 2.46303 2.80024  -0.364
C16 1.69893 3.37738 1.71653  0.025
C17 3.06410 3.87123 1.25492  -0.723
C18 3.94764 2.65834 1.54299  -0.082
H23 1.16463 2.81896 0.95122  -0.128
H24 1.06319 4.18695 2.06752  0.413
H25 3.07847 4.19090 0.21539  0.378
H26 3.37742 4.71538 1.86979  0.304
H27 3.96410 1.95868 0.70393  -0.028
H28 4.96422 2.92464 1.81748  0.381
O9 -3.19197 4.55551 -0.33983  -0.640
C19 -3.71339 5.37768 -1.05413  0.484
O10 -4.99579 5.72127 -0.91620  -0.339
C20 -5.38491 6.64305 -1.96024  -0.429
C21 -4.07978 7.26962 -2.43282  -0.507
C22 -3.08711 6.12763 -2.21104  -0.336
H29 -5.88663 6.07611 -2.74568  0.261
H30 -6.08405 7.36466 -1.54852  0.311
H31 -4.12455 7.63184 -3.45672  0.331
H32 -3.81874 8.11039 -1.79006  0.274
H33 -3.02995 5.45567 -3.06956  0.259
H34 -2.09207 6.47566 -1.94866  0.309
O11 7.39386 0.68501 -0.35958  -0.561
C23 6.57462 -0.10394 -0.00601  0.513
O12 5.33572 -0.16972 -0.57969  -0.412
C24 4.52474 -1.12629 0.11272  0.133
C25 5.49874 -2.06438 0.81225  -0.577
C26 6.66847 -1.12618 1.11145  -0.397
H35 3.89179 -0.58277 0.82342  -0.220
H36 3.89120 -1.64052 -0.60920  0.346
H37 5.07595 -2.54498 1.69144  0.333
H38 5.81767 -2.84595 0.12202  0.312
H39 6.54324 -0.60719 2.06321  0.203
H40 7.63084 -1.62826 1.08697  0.335
O13 0.81416 0.94662 9.34631  -0.578
C27 0.96185 1.51471 8.30776  0.395
O14 1.12631 0.85442 7.13190  -0.354
C28 1.38645 1.78569 6.06704  0.218
C29 0.82289 3.11534 6.55381  -0.627
C30 1.03595 3.01239 8.06407  -0.396
H41 2.46314 1.82648 5.89632  0.133
H42 0.90565 1.42834 5.15993  -0.023
H43 1.30087 3.97621 6.09088  0.315
H44 -0.24580 3.16785 6.33853  0.335
H45 2.02332 3.36327 8.36675  0.260
H46 0.26986 3.52791 8.63556  0.314

Its HOMO energy is -11.387 eV. The net charge is +1.